Density functional theory data (ωB97M-V with the def2-TZVPD basis set) for C28H43AsF3N2O3PS2Ta as an isolated structure.

Properties
Spin multiplicity   2
LUMO level (spin up / spin down)   -6.39 / -7.11 eV
Orbital gap (spin up / spin down)   6.80 / 6.64 eV
Relative energy (zero: lowest compared OMol25 entry of this formula, charge and spin)   0.186 eV
Highest occupied orbital energy (spin up / spin down)   -13.2 / -13.8 eV
Net charge   +2

Last column: Mulliken charge in e.
Cartesian coordinates (Å):
Ta: -0.3655 -0.2503 -0.1009  0.1025
C: -1.3215 -0.7269 3.8793  -1.3159
C: -0.0728 0.1105 3.8630  1.4117
C: 0.7753 0.1201 4.9620  -1.0150
C: 1.8495 0.9948 5.0269  -0.9455
C: 2.0765 1.8891 3.9966  -0.9902
C: 1.2628 1.9051 2.8664  1.5028
C: 1.4833 2.9754 1.8273  -1.7972
C: 0.2200 0.9782 2.8062  -1.0661
N: -0.6452 0.9872 1.6373  1.2572
C: -1.5784 1.9290 1.6191  1.5140
C: -1.8824 2.8299 2.7669  -2.3207
C: -2.2548 2.0563 0.3731  0.7649
C: -3.2768 3.1145 0.1442  -2.4536
N: -1.8473 1.1854 -0.5569  0.9741
C: -2.4274 1.2914 -1.8863  -1.0118
C: -3.7024 0.7945 -2.1467  1.5925
C: -4.6341 0.2841 -1.0793  -2.1430
C: -4.1563 0.8414 -3.4662  -0.8494
C: -3.3868 1.3943 -4.4723  -1.2419
C: -2.1476 1.9476 -4.1708  -0.5151
C: -1.6514 1.9111 -2.8750  1.1228
C: -0.3527 2.5988 -2.5387  -1.0512
H: -1.2315 -1.5389 4.5985  0.4660
H: -1.5619 -1.1581 2.9104  0.1748
H: -2.1797 -0.1193 4.1810  0.2939
H: 0.5707 -0.5477 5.7897  0.4825
H: 2.4894 0.9992 5.9000  0.5137
H: 2.8841 2.6087 4.0704  0.5087
H: 2.5412 3.0651 1.5789  0.4832
H: 1.1670 3.9450 2.2189  0.3583
H: 0.9395 2.7958 0.9013  0.1062
H: -1.5477 2.4060 3.7093  0.3632
H: -2.9516 3.0305 2.8207  0.5886
H: -1.3756 3.7911 2.6353  0.3717
H: -2.9703 4.0465 0.6189  0.6390
H: -4.2301 2.8226 0.5947  0.3977
H: -3.4447 3.2940 -0.9141  0.3617
H: -4.1440 0.1060 -0.1253  0.2195
H: -5.1033 -0.6483 -1.3895  0.5307
H: -5.4348 1.0104 -0.9232  0.4579
H: -5.1426 0.4533 -3.6913  0.5146
H: -3.7651 1.4321 -5.4857  0.4474
H: -1.5778 2.4507 -4.9439  0.5792
H: 0.0473 3.1092 -3.4135  0.5293
H: 0.4139 1.9046 -2.1848  0.0949
H: -0.4910 3.3505 -1.7580  0.2441
C: 5.5970 -0.9058 1.9905  -1.2887
C: 4.3702 -0.1314 2.4007  -0.1965
O: 3.1458 -0.9405 2.3018  -0.0535
P: 2.4217 -1.2881 0.9706  1.0441
S: 0.6152 -2.0334 1.4109  -0.6093
S: 2.1133 0.2874 -0.2454  -0.6809
O: 3.2896 -2.3090 0.1529  -0.1903
C: 3.6785 -3.5987 0.7556  -0.3205
C: 3.0308 -4.7217 -0.0108  -1.1852
H: 6.4757 -0.2897 2.1838  0.4544
H: 5.5897 -1.1539 0.9290  0.2459
H: 5.6934 -1.8192 2.5771  0.3092
H: 4.2199 0.7669 1.7997  0.2960
H: 4.3983 0.1512 3.4478  0.3572
H: 3.3903 -3.6032 1.8078  0.4314
H: 4.7633 -3.6259 0.6934  0.3971
H: 1.9440 -4.6702 0.0631  0.2190
H: 3.3547 -5.6745 0.4082  0.4376
H: 3.3284 -4.6962 -1.0591  0.3008
F: -2.8536 -1.7265 -0.9965  -0.1173
C: -1.8478 -1.9789 -0.1183  -0.4948
F: -2.4329 -2.3224 1.0425  -0.2480
F: -1.2675 -3.1185 -0.6117  -0.1293
C: 0.9597 -0.3962 -4.5840  -0.9890
As: 0.0133 -1.5432 -3.4009  0.8945
C: 1.0540 -3.0307 -2.8372  -1.0165
C: -1.6971 -2.0148 -4.0774  -0.7903
O: -0.2993 -0.6303 -1.9719  0.3603
H: 1.1847 -0.9456 -5.4974  0.5175
H: 1.8839 -0.0758 -4.1066  0.3605
H: 0.3245 0.4591 -4.8077  0.2494
H: 1.2827 -3.6589 -3.6975  0.5589
H: 0.4684 -3.5874 -2.1079  0.3526
H: 1.9726 -2.6621 -2.3815  0.2567
H: -1.5762 -2.5088 -5.0410  0.5516
H: -2.2721 -1.0947 -4.1911  0.1004
H: -2.1827 -2.6786 -3.3651  0.3623

***

Density functional theory data (ωB97M-V with the def2-TZVPD basis set) for a 7-piece molecular cluster, C33H26BF4O21 overall at a distorted geometry.

Properties
Spin multiplicity   1
LUMO level   -0.77 eV
Orbital gap   6.26 eV
Relative energy (zero: lowest compared OMol25 entry of this formula, charge and spin)   5.041 eV
Highest occupied orbital energy   -7.0 eV
Net charge   -1

Last column: Mulliken charge in e.
Cartesian coordinates (Å):
B: 0.5892 -0.1285 0.7338  0.2546
F: -0.7805 0.3573 0.7964  -0.3090
F: 0.7053 -0.9239 -0.3858  -0.4014
F: 1.3568 0.9244 0.5775  -0.3399
F: 0.8228 -0.7325 1.9681  -0.2705
C: 0.3525 -4.3030 6.5917  -0.5894
C: -0.7999 -4.8048 5.7595  0.0493
C: -1.1140 -4.1724 4.5259  1.0408
O: -2.1846 -4.3172 4.0472  -0.5967
C: -0.1730 -3.2998 3.9196  -0.9290
C: 1.1086 -2.8113 4.7202  0.2019
C: 1.3511 -3.4091 6.0409  0.5166
O: 2.4664 -3.3011 6.7027  -0.5750
O: 1.9375 -1.7252 4.4457  -0.4379
O: -1.8223 -5.7824 6.2389  -0.5267
H: 0.5795 -4.6340 7.7065  0.2851
H: -0.3116 -2.7521 3.0771  0.7736
H: 1.7179 -1.4304 3.5111  0.5413
H: -2.3820 -5.9747 5.4793  0.3392
C: -5.9280 -2.2006 1.9618  -0.8418
C: -4.9952 -1.0747 1.4574  0.5775
C: -5.3329 -0.1863 0.2817  0.5882
O: -4.5824 0.7596 0.0598  -0.5127
C: -6.5407 -0.4370 -0.2918  -1.3333
C: -7.4717 -1.5053 0.1975  0.0683
C: -7.1118 -2.4438 1.3262  0.8554
O: -7.8397 -3.3336 1.6584  -0.6231
O: -8.6521 -1.9482 -0.5553  -0.5150
O: -3.7657 -0.9336 2.0645  -0.4083
H: -5.6312 -2.6923 2.8295  0.5704
H: -6.8503 0.1063 -0.9425  0.9706
H: -9.0421 -2.6091 0.0712  0.3705
H: -3.2229 -0.6282 1.3599  0.2446
C: 4.6851 0.7675 -5.1752  -0.9666
C: 3.4593 1.5021 -5.5007  -0.2012
C: 2.2591 1.3522 -4.8284  1.5535
O: 1.2510 1.9307 -5.2247  -0.7052
C: 2.1908 0.4832 -3.7003  -0.5389
C: 3.4631 -0.3610 -3.2543  0.4549
C: 4.7492 -0.1656 -4.0504  0.5194
O: 5.8308 -0.7478 -3.9152  -0.5696
O: 3.4519 -1.3544 -2.2210  -0.4803
O: 3.3279 2.5364 -6.4492  -0.5807
H: 5.5608 0.7151 -5.7340  0.4995
H: 1.1911 0.2986 -3.1368  0.2317
H: 2.4750 -1.3740 -1.6529  0.3539
H: 2.3656 2.5134 -6.4044  0.4026
C: 7.7911 -0.1141 -0.5790  -0.9898
C: 7.6414 -1.5724 -0.2080  0.3915
C: 6.2371 -1.9891 0.3288  0.9016
O: 6.0828 -3.2142 0.7104  -0.7171
C: 5.2107 -1.0472 0.4734  -0.2113
C: 5.3679 0.4459 -0.0446  0.6175
C: 6.7720 0.8699 -0.5014  0.4732
O: 6.8543 2.0746 -0.7609  -0.6163
O: 4.4061 1.4078 -0.0644  -0.3915
O: 8.5505 -2.4984 -0.3198  -0.5014
H: 8.7722 0.2143 -0.8772  0.4158
H: 3.9847 -1.5508 0.6258  -0.0090
H: 3.4924 1.0964 0.0894  0.3208
H: 8.3233 -3.4047 -0.1473  0.3517
C: -4.3078 3.2452 -4.2152  -1.1403
C: -4.1842 1.8404 -4.9376  0.2462
C: -3.5275 0.7296 -4.2279  0.6194
O: -3.5187 -0.3823 -4.8053  -0.6746
C: -2.7887 0.9898 -3.0008  -0.8614
C: -2.9464 2.4294 -2.3489  0.4888
C: -3.6337 3.5317 -2.9270  0.5671
O: -3.6291 4.7103 -2.5174  -0.5665
O: -2.4493 2.6084 -1.0284  -0.3253
O: -4.9199 1.5762 -6.0652  -0.5189
H: -4.8269 3.9172 -4.5327  0.7852
H: -2.4156 0.1996 -2.4410  0.8095
H: -2.0414 1.8108 -0.8901  0.1772
H: -5.0329 0.6019 -6.0256  0.3649
C: 0.2873 3.3723 2.5183  -1.2945
C: -0.0440 4.7936 2.9095  0.4950
O: 0.6477 5.2341 3.8467  -0.5986
C: -0.8533 5.7078 2.1117  -0.6481
H: 0.9281 2.8508 3.1405  0.5225
H: 0.8711 3.3277 1.5704  0.2932
H: -0.5239 2.9330 2.6890  0.5454
H: -1.3837 6.6273 2.6624  0.2654
H: -1.7904 4.9980 1.8776  0.1798
H: -0.1173 5.8803 1.2250  0.2218

***

Density functional theory data (ωB97M-V with the def2-TZVPD basis set) for an isolated ion of composition C4H9N2S and charge +1 at a distorted geometry.

Properties
Spin multiplicity   3
LUMO level (spin up / spin down)   -5.95 / -6.76 eV
Orbital gap (spin up / spin down)   5.51 / 8.42 eV
Relative energy (zero: lowest compared OMol25 entry of this formula, charge and spin)   2.204 eV
Highest occupied orbital energy (spin up / spin down)   -11.5 / -15.2 eV
Net charge   +1

Last column: Mulliken charge in e.
Cartesian coordinates (Å):
C: 0.1336 1.5684 -1.3908  -0.4964
C: 1.1451 0.4146 0.6993  0.0137
C: 1.7883 -0.6317 1.5869  -1.0760
C: -2.2185 -1.0960 -0.4423  -0.6958
N: -0.9962 0.8184 -1.2036  -0.1930
N: -1.0236 -0.2668 -0.5915  0.1349
S: 1.7791 0.8074 -0.7614  0.1116
H: 0.2680 1.9420 -2.3993  0.4556
H: 0.1957 2.4355 -0.6170  0.3123
H: 0.3890 0.9595 1.1541  0.5166
H: 1.4019 -0.9589 2.5533  0.3572
H: 2.8182 -0.4775 1.6683  0.3615
H: 1.7715 -1.6054 1.0322  0.3325
H: -3.1632 -0.4597 -0.1560  0.2879
H: -1.9633 -1.8089 0.3112  0.2902
H: -2.3255 -1.6409 -1.4433  0.2870

***

Density functional theory data (ωB97M-V with the def2-TZVPD basis set) for C21H27AuBBr2N5OP as an isolated structure.

Properties
Spin multiplicity   1
LUMO level   -4.54 eV
Orbital gap   6.17 eV
Relative energy (zero: lowest compared OMol25 entry of this formula, charge and spin)   0.405 eV
Highest occupied orbital energy   -10.7 eV
Net charge   +1

Last column: Mulliken charge in e.
Cartesian coordinates (Å):
Au: 0.3752 -0.7936 -0.0920  1.2711
Br: 3.6014 2.8625 -1.9189  -0.0976
C: 2.6898 2.8826 -0.2725  -0.1125
C: 2.8126 3.9961 0.5779  -0.3867
C: 2.1392 4.0593 1.7611  -0.0793
Br: 2.3122 5.5945 2.8462  -0.1951
C: 1.3160 2.9866 2.1549  0.7735
C: 0.5462 2.9346 3.3401  -0.9271
C: -0.2265 1.8395 3.6172  -0.9182
C: -0.2498 0.7716 2.7065  -0.6914
N: 0.4608 0.8006 1.5979  0.5158
C: 1.2353 1.8647 1.2985  -0.2340
C: 1.9089 1.7938 0.0402  0.6935
O: 1.7470 0.7571 -0.7488  -0.6838
H: 3.4485 4.8180 0.2766  0.4755
H: 0.5723 3.7750 4.0218  0.3353
H: -0.8178 1.7845 4.5210  0.4565
H: -0.8421 -0.1180 2.8927  0.4976
B: 1.5045 -4.1546 0.7410  0.0287
N: 2.2852 -2.8649 1.1263  0.1620
C: 3.4333 -2.9165 1.7961  -0.2524
C: 3.9120 -1.6315 1.9990  -1.1519
C: 2.9743 -0.8121 1.4077  -0.0275
N: 1.9946 -1.5739 0.8880  -0.1361
N: 0.1967 -3.8426 -0.0649  0.2298
C: -0.5965 -4.8311 -0.4706  -0.2228
C: -1.6560 -4.3175 -1.2000  -1.6160
C: -1.4381 -2.9584 -1.1957  -0.3415
N: -0.3183 -2.6785 -0.5073  -0.2791
H: 1.1967 -4.7487 1.7479  -0.0573
H: 2.2157 -4.8444 0.0501  -0.0624
H: 3.8423 -3.8724 2.0830  0.4550
H: 4.8161 -1.3329 2.5027  0.4594
H: 2.9673 0.2581 1.3224  0.6570
H: -0.3469 -5.8508 -0.2223  0.4468
H: -2.4634 -4.8597 -1.6659  0.4640
H: -2.0051 -2.1832 -1.6501  0.7753
C: -1.7791 3.2516 -1.5721  -1.5466
C: -0.8450 2.2320 -0.9111  -0.3965
P: -1.2872 0.4875 -1.1749  0.6079
C: -2.9882 0.4765 -0.4913  -0.3536
C: -3.8001 -0.8053 -0.3056  -1.3030
C: -1.3003 0.4035 -2.9990  -0.4070
C: -1.4666 -0.9280 -3.7324  -1.2922
H: -1.4032 4.2476 -1.3415  0.4693
H: -2.8013 3.1925 -1.1957  0.3279
H: -1.7985 3.1552 -2.6581  0.3285
H: -0.8155 2.3917 0.1673  0.2352
H: 0.1717 2.3487 -1.2864  0.2467
H: -3.5184 1.1621 -1.1533  0.4591
H: -2.8786 0.9742 0.4747  0.4228
H: -4.0285 -1.2879 -1.2554  0.3048
H: -4.7511 -0.5552 0.1637  0.4221
H: -3.2929 -1.5203 0.3380  0.3048
H: -0.3466 0.8560 -3.2803  0.4250
H: -2.0946 1.0959 -3.2791  0.4830
H: -0.6915 -1.6415 -3.4570  0.2967
H: -1.3851 -0.7526 -4.8045  0.4166
H: -2.4428 -1.3784 -3.5538  0.3243